No. 1
C24H70HgN2O22S | ωB97M-V/def2-TZVPD

Output
* HOMO energy: -8.7625 eV
* lowest unoccupied orbital energy: -0.46 eV
* total charge: 0
* ΔE to the lowest compared entry with this formula, charge and spin: 0.0 kJ/mol
* max |F|: 0.1002 hartree/bohr

Geometry (Å):
Hg1 2.712 0.581 -1.718
S1 0.521 0.545 0.103
O1 1.948 0.554 0.421
O2 0.656 0.826 -1.309
O3 -0.047 -0.789 0.290
O4 -0.098 1.618 0.850
C1 1.571 0.162 -4.707
C2 2.820 1.022 -4.942
O5 3.440 1.478 -3.753
O6 1.721 -0.816 -3.647
H1 1.349 -0.437 -5.591
H2 0.710 0.777 -4.448
H3 2.567 1.822 -5.638
H4 3.606 0.487 -5.476
H5 4.086 2.125 -4.045
H6 0.861 -1.193 -3.445
C3 3.732 3.501 -1.252
C4 4.299 2.776 -0.039
O7 4.421 1.362 -0.257
O8 2.487 2.966 -1.529
H7 4.395 3.376 -2.109
H8 3.552 4.552 -1.026
H9 3.755 2.967 0.886
H10 5.266 3.172 0.270
H11 4.750 0.980 0.560
H12 1.849 3.679 -1.610
C5 -2.158 4.097 -3.601
C6 -1.664 2.686 -3.045
O9 -0.310 2.705 -2.893
O10 -1.584 4.240 -4.933
H13 -1.840 4.941 -2.990
H14 -3.233 4.122 -3.780
H15 -1.900 1.749 -3.549
H16 -2.116 2.584 -2.059
H17 -0.139 1.903 -2.394
H18 -0.646 4.070 -4.820
C7 -1.405 1.974 3.862
C8 -2.276 1.619 5.136
O11 -3.662 1.818 4.880
O12 -1.551 1.087 2.739
H19 -0.348 2.006 4.126
H20 -1.680 2.975 3.529
H21 -1.968 2.174 6.022
H22 -2.078 0.589 5.433
H23 -4.267 1.586 5.589
H24 -0.977 1.319 2.005
C9 1.039 -3.516 1.630
C10 2.480 -4.009 1.841
O13 2.803 -5.091 0.965
O14 0.783 -3.184 0.283
H25 0.761 -2.610 2.168
H26 0.242 -4.213 1.888
H27 2.469 -4.446 2.840
H28 3.280 -3.274 1.915
H29 2.026 -5.250 0.425
H30 0.445 -2.286 0.256
C11 4.928 -1.623 -1.368
C12 3.740 -2.472 -1.505
O15 2.579 -1.809 -1.210
O16 4.808 -0.609 -2.328
H31 5.868 -2.159 -1.498
H32 4.991 -1.129 -0.398
H33 3.927 -3.334 -0.865
H34 3.634 -2.909 -2.498
H35 1.996 -2.444 -0.788
H36 5.547 -0.700 -2.934
C13 -0.430 4.875 0.523
C14 0.665 4.725 1.630
O17 1.454 3.498 1.522
O18 -1.382 3.863 0.676
H37 0.078 4.625 -0.409
H38 -0.949 5.832 0.570
H39 0.220 4.764 2.624
H40 1.417 5.513 1.596
H41 0.857 2.788 1.278
H42 -0.887 3.041 0.714
C15 3.032 -0.589 3.319
C16 2.313 0.755 3.601
O19 2.995 1.931 3.240
O20 3.536 -0.606 2.021
H43 2.412 -1.454 3.557
H44 3.886 -0.680 3.990
H45 2.003 0.718 4.645
H46 1.392 0.756 3.018
H47 2.628 2.309 2.437
H48 2.877 -0.264 1.412
C17 -2.859 -3.898 1.485
C18 -3.011 -2.448 1.987
C19 -4.049 -2.337 3.134
O21 -5.382 -2.782 2.737
C20 -6.472 -2.606 3.643
N1 -1.714 -2.021 2.508
H49 -2.428 -4.509 2.278
H50 -2.292 -3.879 0.555
H51 -3.793 -4.369 1.178
H52 -3.313 -1.775 1.184
H53 -4.083 -1.315 3.510
H54 -3.759 -2.963 3.978
H55 -6.413 -3.321 4.463
H56 -7.490 -2.773 3.293
H57 -6.466 -1.611 4.089
H58 -1.165 -1.899 1.669
H59 -1.810 -1.064 2.816
C21 -2.298 -1.826 -4.296
C22 -2.122 -1.323 -2.856
C23 -3.030 -1.983 -1.865
O22 -4.374 -1.508 -1.981
C24 -5.374 -2.042 -1.110
N2 -0.702 -1.731 -2.616
H60 -2.321 -2.915 -4.309
H61 -1.604 -1.490 -5.067
H62 -3.282 -1.498 -4.632
H63 -2.235 -0.245 -2.740
H64 -2.564 -1.743 -0.910
H65 -2.929 -3.066 -1.943
H66 -5.396 -3.125 -1.228
H67 -6.369 -1.730 -1.427
H68 -5.304 -1.675 -0.085
H69 -0.783 -2.737 -2.632
H70 -0.407 -1.468 -1.687

These are the Mulliken partial charges, in e, on atoms 1 to 8: 2.296, 0.124, 0.704, 0.843, 0.274, -0.931, -0.263, -0.844

No. 2
C24H70N6O8 | ωB97M-V/def2-TZVPD

Output
* HOMO energy (spin up / spin down): 0.8197 / -6.5172 eV
* lowest unoccupied orbital energy (spin up / spin down): 2.26 / 2.20 eV
* total charge: -1
* ΔE to the lowest compared entry with this formula, charge and spin: 13.0 kJ/mol
* multiplicity: 2
* max |F|: 0.0520 hartree/bohr

Geometry (Å):
O1 1.522 1.811 -3.669
H1 1.241 0.906 -3.533
H2 2.478 1.772 -3.637
O2 2.128 -2.284 1.671
H3 1.767 -1.518 1.225
H4 2.743 -1.922 2.310
C1 -1.319 0.161 1.183
C2 -0.863 0.428 -0.253
C3 0.674 0.771 -0.379
O3 1.516 -0.195 0.194
C4 2.859 0.146 -0.310
N1 -1.200 -0.776 -0.965
H5 -0.925 0.922 1.857
H6 -0.837 -0.724 1.600
H7 -2.396 0.052 1.312
H8 -1.410 1.277 -0.662
H9 0.901 1.746 0.051
H10 0.951 0.858 -1.430
H11 2.996 -0.190 -1.338
H12 3.662 -0.350 0.235
H13 2.983 1.215 -0.134
H14 -0.839 -1.499 -0.359
H15 -2.188 -0.981 -0.949
C5 5.402 -2.454 3.853
C6 5.801 -1.151 3.111
C7 4.851 0.049 3.226
O4 3.528 -0.176 2.782
C8 2.604 0.904 2.825
N2 7.147 -0.822 3.500
H16 4.324 -2.500 4.009
H17 5.850 -2.543 4.843
H18 5.704 -3.272 3.200
H19 5.872 -1.443 2.064
H20 5.234 0.896 2.656
H21 4.898 0.473 4.229
H22 2.823 1.724 2.141
H23 2.608 1.338 3.825
H24 1.618 0.531 2.551
H25 7.816 -1.427 3.045
H26 7.235 -0.997 4.491
C9 -3.392 -3.515 0.826
C10 -4.580 -3.462 -0.145
C11 -4.319 -2.524 -1.313
O5 -4.123 -1.214 -0.920
C12 -5.207 -0.616 -0.260
N3 -5.002 -4.787 -0.662
H27 -2.428 -3.329 0.353
H28 -3.482 -4.320 1.555
H29 -3.558 -2.671 1.495
H30 -5.370 -2.964 0.418
H31 -5.073 -2.531 -2.101
H32 -3.400 -2.825 -1.815
H33 -5.455 -0.979 0.738
H34 -6.089 -0.667 -0.899
H35 -4.877 0.414 -0.118
H36 -4.404 -5.325 -1.272
H37 -5.878 -4.666 -1.149
C13 -4.371 -0.454 3.625
C14 -4.427 0.451 4.905
C15 -3.503 1.644 4.773
O6 -2.177 1.150 4.669
C16 -1.199 2.195 4.410
N4 -5.807 0.827 5.044
H38 -4.902 -1.403 3.695
H39 -3.345 -0.810 3.529
H40 -4.729 0.091 2.752
H41 -4.221 -0.053 5.849
H42 -3.576 2.261 5.669
H43 -3.658 2.269 3.894
H44 -0.136 1.970 4.495
H45 -1.378 2.953 5.172
H46 -1.360 2.748 3.485
H47 -6.139 1.112 4.134
H48 -5.964 1.592 5.684
C17 1.703 -1.705 -4.950
C18 0.910 -2.150 -3.728
C19 1.587 -3.076 -2.671
O7 2.081 -4.282 -3.276
C20 3.034 -5.052 -2.490
N5 0.383 -0.866 -3.289
H49 2.591 -1.130 -4.688
H50 1.119 -1.029 -5.575
H51 2.045 -2.476 -5.640
H52 0.038 -2.697 -4.087
H53 0.810 -3.396 -1.976
H54 2.330 -2.481 -2.140
H55 3.739 -4.360 -2.030
H56 3.590 -5.758 -3.107
H57 2.555 -5.531 -1.637
H58 -0.504 -0.643 -3.717
H59 0.021 -0.899 -2.347
C21 2.892 5.347 -3.840
C22 1.469 5.464 -3.122
C23 0.264 5.283 -4.128
O8 -0.878 4.809 -3.456
C24 -2.041 4.651 -4.287
N6 1.419 4.267 -2.206
H60 3.180 6.217 -4.429
H61 2.886 4.600 -4.635
H62 3.732 5.110 -3.188
H63 1.354 6.339 -2.484
H64 0.581 4.494 -4.809
H65 0.128 6.263 -4.584
H66 -1.778 3.930 -5.062
H67 -2.448 5.518 -4.806
H68 -2.852 4.142 -3.767
H69 1.373 3.472 -2.827
H70 0.455 4.307 -1.908

These are the Mulliken partial charges, in e, on atoms 1 to 8: -0.560, -0.077, 0.289, -0.724, 0.430, 0.378, -0.575, 0.102